Entry 1:
The following is a quantum chemistry calculation of a structure of composition C36H48N3O2P2Rb, from the OMol25 dataset.

Last column: Löwdin charge in e.
Geometry (Å):
1 Rb -0.185 -0.186 -0.927  0.784
2 C -0.693 -1.621 4.467  -0.131
3 C 0.607 -1.738 3.664  -0.569
4 C 1.827 -1.529 4.558  -0.108
5 P 0.515 -0.769 2.090  1.001
6 C 0.592 1.037 2.502  -0.575
7 C -0.679 1.493 3.219  -0.128
8 C 1.853 1.576 3.174  -0.093
9 C 2.118 -1.170 1.244  -0.335
10 C 2.664 -2.449 1.439  -0.145
11 C 3.751 -2.925 0.730  -0.121
12 C 4.330 -2.093 -0.230  -0.101
13 C 3.830 -0.829 -0.445  -0.046
14 C 2.718 -0.308 0.272  -0.378
15 N 2.150 0.900 -0.043  -0.116
16 C 2.911 1.971 -0.409  -0.322
17 C 4.254 2.153 0.021  -0.048
18 C 4.981 3.274 -0.309  -0.099
19 C 4.425 4.295 -1.084  -0.112
20 C 3.115 4.152 -1.496  -0.127
21 C 2.338 3.028 -1.184  -0.303
22 P 0.625 2.810 -1.770  0.993
23 C 0.660 3.123 -3.605  -0.569
24 C 1.651 2.146 -4.239  -0.128
25 C 0.876 4.533 -4.147  -0.118
26 C -0.368 4.229 -1.080  -0.554
27 C 0.303 5.590 -0.913  -0.120
28 C -0.955 3.792 0.264  -0.142
29 H -0.734 -2.405 5.229  0.076
30 H -1.578 -1.720 3.835  0.068
31 H -0.760 -0.666 4.988  0.055
32 H 0.628 -2.767 3.296  0.081
33 H 1.733 -0.602 5.126  0.065
34 H 2.759 -1.484 3.994  0.068
35 H 1.912 -2.345 5.282  0.078
36 H 0.604 1.456 1.494  0.038
37 H -0.663 1.242 4.281  0.058
38 H -1.584 1.054 2.791  0.069
39 H -0.775 2.581 3.151  0.070
40 H 1.839 1.406 4.253  0.063
41 H 1.934 2.656 3.011  0.081
42 H 2.758 1.123 2.767  0.069
43 H 2.221 -3.106 2.177  0.086
44 H 4.139 -3.916 0.923  0.091
45 H 5.172 -2.440 -0.819  0.099
46 H 4.277 -0.197 -1.203  0.111
47 H 4.709 1.388 0.638  0.105
48 H 6.000 3.366 0.051  0.099
49 H 4.994 5.178 -1.343  0.091
50 H 2.671 4.946 -2.082  0.074
51 H -0.348 2.810 -3.901  0.092
52 H 2.675 2.399 -3.957  0.077
53 H 1.582 2.179 -5.330  0.076
54 H 1.478 1.114 -3.925  0.064
55 H 1.890 4.890 -3.962  0.066
56 H 0.176 5.255 -3.724  0.058
57 H 0.732 4.538 -5.232  0.077
58 H -1.191 4.330 -1.800  0.102
59 H 1.147 5.524 -0.224  0.078
60 H -0.411 6.307 -0.496  0.077
61 H 0.678 6.002 -1.850  0.051
62 H -0.159 3.633 0.997  0.069
63 H -1.513 2.856 0.191  0.055
64 H -1.624 4.555 0.672  0.079
65 O -7.105 -3.146 0.238  -0.053
66 C -7.019 -1.815 -0.239  -0.204
67 C -5.590 -1.512 -0.603  -0.176
68 C -5.197 -0.204 -0.841  -0.013
69 C -3.881 0.041 -1.185  -0.125
70 N -2.959 -0.916 -1.297  0.029
71 C -3.335 -2.176 -1.061  -0.196
72 C -4.638 -2.512 -0.716  0.049
73 C -2.265 -3.240 -1.156  -0.202
74 C -2.583 -4.575 -1.327  0.042
75 C -1.563 -5.523 -1.351  -0.185
76 C -1.898 -6.983 -1.529  -0.206
77 O -2.925 -7.407 -0.642  -0.051
78 C -0.262 -5.085 -1.196  0.000
79 C -0.026 -3.723 -1.052  -0.111
80 N -1.001 -2.819 -1.041  0.003
81 H -8.028 -3.359 0.402  0.093
82 H -7.351 -1.098 0.517  0.128
83 H -7.645 -1.676 -1.126  0.132
84 H -5.895 0.619 -0.746  0.120
85 H -3.545 1.056 -1.374  0.111
86 H -4.914 -3.533 -0.497  0.114
87 H -3.610 -4.898 -1.436  0.123
88 H -0.995 -7.589 -1.425  0.119
89 H -2.290 -7.155 -2.531  0.130
90 H -2.621 -7.267 0.261  0.095
91 H 0.567 -5.782 -1.187  0.117
92 H 0.986 -3.347 -0.923  0.109

**M**: 702.22 g/mol
**E_HOMO**: -0.214 hartree
**Energy above the lowest of the compared OMol25 structures with the same formula, charge and spin**: 9.1 kcal/mol
**F_max**: 0.48 eV/A
**Calculated total energy**: -65909.689 eV
**Total charge**: 0

***

Entry 2:
The following is a quantum chemistry calculation of an isolated molecule of C4H7NO2 at a distorted geometry, from the OMol25 dataset.

Last column: Löwdin charge in e.
Geometry (Å):
1 C 0.473 1.300 1.065  -0.055
2 C 0.893 0.255 -0.053  -0.221
3 C -0.402 -0.602 0.515  -0.198
4 N -0.701 -1.203 -0.720  0.070
5 C -0.225 -0.537 -1.829  -0.535
6 O -0.513 -0.783 -2.966  0.115
7 O 0.647 0.463 -1.436  0.053
8 H 0.097 2.147 0.507  0.088
9 H 1.335 1.479 1.667  0.060
10 H -0.346 1.087 1.810  0.082
11 H 1.628 -0.559 0.002  0.155
12 H -1.341 -0.197 0.978  0.122
13 H 0.052 -1.223 1.300  0.123
14 H -1.597 -1.624 -0.840  0.143

**M**: 101.10 g/mol
**E_HOMO**: -0.356 hartree
**Energy above the lowest of the compared OMol25 structures with the same formula, charge and spin**: 60.2 kcal/mol
**Structure (SMILES)**: C[C@H]1CNC(=O)O1
**F_max**: 5.44 eV/A
**Calculated total energy**: -9844.671 eV
**Total charge**: 0

***

Entry 3:
The following is a quantum chemistry calculation of a cluster of 2 separate species, C2H7N3O in total at a distorted geometry, from the OMol25 dataset.

Last column: Löwdin charge in e.
Geometry (Å):
1 N 1.245 1.416 -0.082  0.095
2 C 0.149 2.024 0.418  -0.375
3 N -0.913 1.406 0.765  0.038
4 H 1.937 1.990 -0.529  0.087
5 H 1.217 0.448 -0.400  0.055
6 H 0.212 3.106 0.291  0.114
7 H -1.518 2.020 1.292  0.035
8 C -0.068 -2.039 -0.439  -0.402
9 N -1.279 -1.476 -0.133  0.107
10 O 0.989 -1.458 -0.481  -0.003
11 H -0.301 -3.058 -0.798  0.121
12 H -1.200 -0.554 0.321  0.040
13 H -1.991 -2.045 0.298  0.088

**M**: 89.10 g/mol
**E_HOMO**: -0.338 hartree
**Energy above the lowest of the compared OMol25 structures with the same formula, charge and spin**: 15.7 kcal/mol
**Structure (SMILES)**: [H]/N=C/N.NC=O
**F_max**: 2.21 eV/A
**Calculated total energy**: -8705.596 eV
**Total charge**: 0

***

Entry 4:
The following is a quantum chemistry calculation of a cluster of 19 separate species, C7H49BrNO18S in total at a distorted geometry, from the OMol25 dataset.

Last column: Löwdin charge in e.
Geometry (Å):
1 C -1.618 1.045 -2.903  0.111
2 C -1.070 1.102 -1.605  -0.274
3 S -0.690 0.674 0.219  1.016
4 C 1.065 1.223 0.586  -0.321
5 C 2.091 0.156 -0.118  -0.267
6 N 1.616 -1.279 -0.136  -0.046
7 C -1.953 1.614 1.287  -0.742
8 Br -3.377 2.523 0.158  0.733
9 C -2.698 0.458 2.231  -0.287
10 C -3.134 -0.813 1.260  -0.149
11 H -2.139 1.061 -3.972  0.118
12 H 1.222 2.320 0.161  0.123
13 H 1.262 1.260 1.759  0.102
14 H 3.085 0.167 0.543  0.156
15 H 2.353 0.572 -1.205  0.121
16 H 1.209 -1.591 0.773  0.095
17 H 1.004 -1.499 -0.953  0.038
18 H -1.403 2.399 1.983  0.106
19 H -3.612 0.904 2.813  0.116
20 H -1.870 0.041 2.964  0.102
21 H -4.146 -1.330 1.623  0.109
22 H -3.352 -0.476 0.136  0.074
23 H -2.286 -1.650 1.194  0.071
24 O -0.235 -3.803 -0.150  -0.040
25 H -1.032 -3.299 0.071  0.026
26 H 0.455 -3.128 -0.228  -0.018
27 O -2.218 -0.227 5.075  -0.085
28 H -1.769 0.608 5.278  0.000
29 H -2.963 -0.249 5.695  0.025
30 O 3.200 -0.958 -3.018  -0.058
31 H 2.737 -1.066 -2.174  -0.018
32 H 4.046 -1.411 -2.881  0.047
33 O -1.539 2.581 5.288  -0.064
34 H -2.336 3.086 5.509  0.046
35 H -0.849 3.257 5.210  0.025
36 O 0.438 -1.949 -3.138  -0.069
37 H 0.182 -2.818 -3.483  0.070
38 H 0.807 -1.491 -3.907  0.015
39 O -0.522 5.058 6.482  -0.053
40 H 0.161 5.596 6.055  0.052
41 H -0.788 5.583 7.251  0.059
42 O -0.264 -0.759 -5.745  -0.043
43 H 0.419 -0.220 -6.172  0.066
44 H -0.529 -0.233 -4.976  0.006
45 O -2.276 -0.544 7.679  -0.064
46 H -1.401 -0.218 7.939  0.057
47 H -2.088 -1.376 7.218  0.050
48 O -4.627 2.293 5.692  -0.050
49 H -4.187 1.435 5.786  0.018
50 H -4.774 2.582 6.605  0.059
51 O 1.486 2.670 -3.493  -0.054
52 H 1.926 1.812 -3.399  0.024
53 H 1.338 2.959 -2.580  0.026
54 O 4.194 -3.659 -1.367  -0.054
55 H 3.473 -3.129 -0.996  0.009
56 H 3.750 -4.251 -1.993  0.027
57 O -5.993 0.787 1.775  -0.075
58 H -5.382 1.326 1.251  -0.061
59 H -6.167 1.327 2.560  0.048
60 O 5.664 -0.241 -4.666  -0.055
61 H 6.113 0.594 -4.463  0.045
62 H 4.919 -0.263 -4.046  -0.014
63 O 3.501 -6.599 -3.125  -0.066
64 H 3.038 -6.708 -2.281  0.040
65 H 4.347 -7.052 -2.988  0.036
66 O -1.280 0.701 -8.092  -0.058
67 H -0.861 -0.009 -7.584  -0.004
68 H -1.477 1.379 -7.429  0.025
69 O 6.169 -5.460 -3.574  -0.061
70 H 6.852 -4.922 -4.000  0.048
71 H 5.903 -4.935 -2.804  0.017
72 O 1.006 1.252 4.030  -0.052
73 H 0.209 1.756 4.252  0.002
74 H 1.697 1.927 3.953  0.056
75 O -1.471 4.031 -5.226  -0.059
76 H -1.934 3.922 -4.382  0.025
77 H -0.626 3.578 -5.089  0.017

**M**: 547.43 g/mol
**E_HOMO**: -0.468 hartree
**F_max**: 9.70 eV/A
**Calculated total energy**: -127262.309 eV
**Total charge**: +1